This record from the OMol25 dataset describes an isolated ion of composition C4H14N2O and charge +2 in a non-equilibrium geometry. The level of theory is ωB97M-V with the def2-TZVPD basis set.

```
21
Properties=species:S:1:pos:R:3:nbo_charge:R:1
H 0.8735 -0.3269 1.3924 0.23
H -1.4460 0.2565 -1.6220 0.20
H 1.2096 2.3411 0.6107 0.46
O -1.1413 2.3073 -1.5765 -0.73
H -2.2052 1.0444 -0.2678 0.21
N 1.1694 -2.7415 0.5424 -0.67
C 0.0854 -0.4124 0.6375 -0.45
H 0.8017 1.0036 -0.9734 0.25
C -1.3223 1.0803 -0.9024 -0.10
H 0.9899 -1.4134 -1.0631 0.24
C 0.0208 0.8587 -0.2323 -0.04
C 0.4030 -1.6543 -0.2185 -0.21
H 2.0801 -2.8237 0.1344 0.45
H -0.4556 2.8217 0.5664 0.47
H -0.5293 -2.1323 -0.4894 0.25
H -0.8951 -0.4637 1.0779 0.25
H 0.1032 1.8028 1.6764 0.43
H -1.9633 2.6202 -1.9804 0.52
H 1.2765 -2.6013 1.5519 0.45
N 0.2318 2.0825 0.7114 -0.68
H 0.7133 -3.6495 0.4244 0.46
```

* total charge: +2
* spin multiplicity: 1
* E: -344.926507 Ha
* structure (SMILES): [NH3+]CC[C@H]([NH3+])CO

This record from the OMol25 dataset describes one molecule with the formula C2H4ClN2P in a non-equilibrium geometry. The level of theory is ωB97M-V with the def2-TZVPD basis set.

```
10
Properties=species:S:1:pos:R:3:nbo_charge:R:1
C 0.5972 -1.1796 0.1480 0.16
Cl -3.0383 0.6385 0.7039 -0.43
H -0.2994 1.8133 -0.4232 0.40
C 0.9791 0.2573 0.1235 -0.31
N -0.6243 -1.5241 -0.1579 -0.72
P -1.5844 -0.1836 -0.7603 1.21
H 1.1913 0.8332 1.0449 0.23
N -0.2801 0.8646 -0.4769 -0.96
H 1.2783 -1.9323 0.3803 0.19
H 1.7807 0.4129 -0.5823 0.22
```

* spin multiplicity: 1
* E: -989.673077 Ha
* structure (SMILES): ClP1N=CCN1

This record from the OMol25 dataset describes one molecule with the formula C4H10O2. The level of theory is ωB97M-V with the def2-TZVPD basis set.

```
16
Properties=species:S:1:pos:R:3:nbo_charge:R:1
H -1.0862 1.2629 -0.0693 0.20
C 0.3453 -0.3230 -0.1321 0.08
O 2.6492 0.1382 -0.4372 -0.74
C 1.4780 0.6442 0.1898 -0.08
H -3.1242 -0.0484 -0.0543 0.21
H 0.5406 -1.2780 0.3878 0.16
H 1.2160 1.6332 -0.2135 0.16
H -2.0608 -0.7847 -1.2685 0.23
H 1.6173 0.7335 1.2773 0.17
C -1.0022 0.2359 0.3098 -0.41
H 1.2357 -0.6609 -1.7858 0.49
H -1.0186 0.2962 1.4063 0.20
C -2.1825 -0.5872 -0.2004 -0.61
H 3.2637 0.8675 -0.5725 0.48
O 0.3104 -0.5316 -1.5287 -0.73
H -2.2581 -1.5497 0.3174 0.20
```

* spin multiplicity: 1
* E: -308.875301 Ha
* structure (SMILES): CC[C@@H](O)CO

This record from the OMol25 dataset describes C3H11AlB2BeBrF2IO5S as an isolated structure in a non-equilibrium geometry. The level of theory is ωB97M-V with the def2-TZVPD basis set.

```
28
Properties=species:S:1:pos:R:3:nbo_charge:R:1
I 1.1550 -1.7461 -0.1594 0.15
O 2.7443 -3.9853 -3.3175 -0.87
O -0.9394 2.4786 0.0050 -0.81
B 1.5282 -3.7955 -2.6673 0.71
H 0.0245 6.0532 2.0963 0.28
H 3.3481 -3.3237 -2.9365 0.53
H -3.3768 1.4241 0.9712 0.28
B 1.5855 -3.6933 -0.9858 0.06
Br 4.0696 -5.1527 0.8232 -0.42
O -0.0494 1.4036 2.0643 -0.85
H -1.4813 4.6834 3.5206 0.26
O 0.3576 -3.7051 -3.3986 -0.92
H -2.6807 0.5788 2.3920 0.28
S -1.1257 1.9824 1.3348 2.34
C -2.5090 0.8994 1.3666 -0.89
H -2.2694 0.0438 0.7375 0.28
Be 1.0649 -6.1942 -3.2940 1.36
H -1.4659 5.6012 1.1241 0.36
Al 2.1112 -6.6961 -0.6506 0.84
O -1.7661 3.1834 2.2292 -0.54
C -0.5145 5.2103 1.6605 -0.44
H -0.0094 3.7488 3.1770 0.34
H 0.1680 -2.7549 -3.4796 0.55
F 1.0170 -6.1823 -5.3916 -0.74
F -2.0616 5.6198 -0.5337 -0.09
C -0.9249 4.1858 2.7284 -0.11
H 0.1241 4.7630 0.9002 0.27
H 1.8762 -4.6304 -0.3164 -0.19
```

* total charge: +2
* spin multiplicity: 1
* E: -4272.631998 Ha

This record from the OMol25 dataset describes a 12-piece molecular cluster, C22H71N3O13 overall in a non-equilibrium geometry. The level of theory is ωB97M-V with the def2-TZVPD basis set.

```
109
Properties=species:S:1:pos:R:3:mulliken_charge:R:1
H -7.8354 7.1039 -21.3797 0.08
H -4.0852 3.7747 -18.9989 0.35
H -5.2931 3.4141 -27.6359 0.06
H -9.2856 7.1119 -26.7442 0.29
H -5.6926 3.5429 -24.9536 -0.11
H -4.6634 1.9908 -20.6751 0.01
H -6.7986 2.8535 -29.5000 0.04
H -7.5247 5.4020 -29.6659 0.33
H -4.2693 5.3623 -21.0177 -1.12
H -6.7265 6.8537 -29.0745 0.21
H -2.3131 6.6638 -19.3254 0.38
C -5.5341 -0.6156 -25.7770 -0.20
H -3.1977 1.6705 -21.5410 0.29
C -4.5499 -1.6242 -25.2099 -0.40
H -9.1018 5.9047 -21.6259 0.36
H -4.9600 2.5347 -22.8400 -0.01
H -2.3897 3.0661 -32.0299 0.30
H -5.7141 5.5095 -18.9187 0.42
H -2.2019 7.1203 -24.7068 0.31
H -2.0024 7.9815 -23.1923 0.30
C -4.0507 2.6988 -30.0012 -0.27
H -3.9493 3.8717 -32.3614 0.28
H -8.2396 2.3121 -25.7451 0.17
N -8.3271 6.9813 -26.4347 -0.31
H -8.0456 10.4219 -26.1922 0.39
C -8.6495 3.1992 -26.2404 0.41
H -5.3063 0.6924 -24.3315 0.15
H -6.0063 8.4945 -18.4309 0.33
C -6.3596 1.8531 -29.5178 -1.20
H -6.5482 -0.9158 -25.4911 0.28
H -7.0547 5.7156 -27.2740 -0.09
H -8.6165 9.3638 -24.8920 0.28
H -6.9289 1.2006 -28.8512 0.26
H -7.7547 1.9484 -22.4304 0.18
O -5.2455 0.6930 -25.3013 0.10
C -4.2514 1.3650 -21.4795 -0.59
H -7.7648 7.2568 -23.7261 0.40
H -4.5780 -1.6083 -24.1185 0.29
O -5.0213 4.2662 -23.1437 0.32
H -8.2370 3.5424 -21.9134 -0.11
C -5.9718 4.2982 -24.2132 -0.23
O -9.0592 2.0068 -20.8075 -0.60
O -4.9179 1.5684 -22.7051 -0.43
H -4.5274 8.8674 -23.9629 0.45
C -7.6192 8.2720 -26.4763 0.17
H -4.6319 7.0906 -24.0319 0.21
C -6.2658 8.1988 -25.8080 -0.62
C -3.4553 2.9024 -32.2361 -0.74
C -6.5365 8.0417 -19.2823 -1.04
H -4.2922 4.8705 -23.3366 -0.06
H -8.2329 4.0854 -25.7694 -0.44
H -3.5241 -1.3415 -25.4814 0.20
H -7.0876 2.6063 -20.8900 -0.01
H -6.9120 8.8287 -19.9271 0.28
O -8.5349 6.8051 -23.3414 -0.63
C -2.0925 2.3274 -25.4995 -0.27
C -4.9980 6.2738 -19.2460 -1.25
O -6.4934 5.1787 -27.8648 -0.04
H -0.7854 6.7750 -23.7058 0.26
H -3.1617 7.5779 -20.3252 0.20
C -1.8503 7.0132 -23.6782 -0.81
C -8.1881 6.3146 -22.0485 0.03
H -2.9766 2.7365 -25.0052 -0.12
H -7.4253 8.4747 -27.5367 0.27
H -8.2935 3.1982 -27.2761 0.08
C -3.2950 4.4396 -19.3524 -1.74
H -5.3588 7.9363 -22.6693 0.07
H -4.8972 -2.9662 -26.6009 0.32
H -6.9432 4.0296 -23.7982 0.12
C -4.9131 1.9182 -29.0314 0.52
N -4.7796 2.5357 -27.7137 0.21
H -2.6355 6.2051 -22.1065 0.34
H -7.3656 5.5974 -22.1341 -0.34
O -2.0250 2.6562 -26.8852 -0.66
H -4.4326 3.7342 -30.0538 -0.19
H -3.5098 2.3555 -33.1803 0.26
O -4.8117 -2.9515 -25.6430 -0.55
H -2.7408 3.8588 -20.0931 0.33
H -7.3333 7.4365 -18.8364 0.40
H -3.0330 2.8087 -29.5985 0.44
C -6.6294 5.7665 -29.1520 -0.69
H -6.1029 5.2716 -24.6911 0.07
H -2.0701 1.2408 -25.3627 0.20
C -8.4687 9.4420 -25.9732 -1.52
H -4.5378 6.7225 -18.3463 0.40
H -5.7396 5.5337 -29.7323 0.15
H -9.8655 2.3459 -21.2026 0.32
H -4.5385 0.8919 -28.9657 0.38
H -1.1998 2.7404 -25.0263 0.35
H -5.7104 7.3270 -26.1841 0.37
N -2.7532 6.6459 -20.2440 -0.79
H -2.6333 4.6810 -18.5209 0.44
C -7.9514 2.5546 -21.5426 0.21
O -2.5925 5.9797 -23.0513 -0.34
H -2.9380 2.5919 -27.2316 0.41
C -5.1605 8.0026 -23.7389 -0.60
O -6.4030 8.1280 -24.4021 -0.42
H -8.4561 6.6778 -25.4676 0.12
H -6.4255 1.4599 -30.5320 0.44
O -5.6333 7.2565 -20.0310 -0.03
O -4.0576 2.0960 -31.2629 -0.35
H -4.3301 0.3191 -21.1979 0.36
H -9.4696 9.3829 -26.4055 0.43
O -10.0644 3.2738 -26.2170 -0.59
C -3.8632 5.6657 -20.0492 2.41
H -5.6838 9.0915 -26.0739 0.44
H -10.4227 2.4227 -26.4799 0.31
H -5.4326 -0.5758 -26.8643 0.24
H -5.2341 1.9580 -27.0063 -0.26
```

* spin multiplicity: 1
* E: -2023.031991 Ha
* structure (SMILES): COC[C@H](C)N.COC[C@H](C)N.COC[C@H](C)N.OCCO.CO.CO.CO.CO.CO.CO.CO.CO

This record from the OMol25 dataset describes one molecule with the formula C17H23FN2O5S in a non-equilibrium geometry. The level of theory is ωB97M-V with the def2-TZVPD basis set.

```
49
Properties=species:S:1:pos:R:3:nbo_charge:R:1
H 3.0749 -1.2497 -1.2099 0.24
H -3.9083 4.2289 -0.5635 0.21
C -4.3642 -1.9017 0.1390 -0.39
O 2.6786 0.1580 1.0209 -0.68
O -0.7478 -1.3941 -0.5760 -0.52
N -4.4899 0.9886 0.2557 -0.45
H -5.2543 2.2757 -1.2445 0.16
C 3.9166 -0.6488 -0.9091 -0.23
H -2.9155 2.5996 -2.1580 0.19
H 5.1604 -1.2509 -2.5334 0.22
H -1.6409 3.2489 -1.1187 0.21
H -1.4730 0.7761 -1.2779 0.22
C 5.0888 -0.6380 -1.6488 -0.21
C -5.3776 -1.1646 1.0012 -0.40
F 4.8005 1.6979 1.7012 -0.31
O 0.3086 0.4456 1.3413 -0.89
H 1.7722 -2.2014 1.0346 0.44
H -4.9602 -0.9984 1.9946 0.21
N 1.2104 -1.7131 0.3550 -0.90
C 6.1605 0.1475 -1.2611 -0.20
C 4.8918 0.9302 0.6033 0.37
C -5.6890 0.1809 0.3641 -0.21
H -4.0967 -2.8562 0.5958 0.21
H -6.2947 -1.7472 1.1011 0.21
O 1.2320 0.4847 -0.9464 -0.89
C -3.4772 0.3554 -0.5841 -0.03
C -2.5449 2.6391 -1.1299 -0.39
C -3.1163 -1.0320 -0.0213 -0.24
H -6.4054 0.7263 0.9845 0.20
C -0.0180 -2.2821 0.0858 0.90
H 7.0710 0.1505 -1.8394 0.22
C 6.0654 0.9353 -0.1268 -0.27
H -3.8713 0.2209 -1.6154 0.15
H -2.2333 -1.5073 -1.9582 0.20
O -0.3289 -3.4019 0.3769 -0.60
H -3.2249 3.3121 0.7913 0.21
H -6.1565 0.0169 -0.6270 0.16
H -2.1902 -2.8437 -0.7726 0.22
C -2.2244 1.2346 -0.6364 -0.42
H -1.8001 1.2945 0.3662 0.22
H 6.8818 1.5599 0.1993 0.24
H -5.5962 2.7227 0.4419 0.20
C 3.8070 0.1384 0.2269 0.19
H -4.7962 -2.1046 -0.8446 0.19
S 1.2305 -0.0179 0.3763 2.52
C -2.0967 -1.7608 -0.9042 -0.07
C -3.6129 3.2340 -0.2246 -0.40
C -4.8279 2.3175 -0.2228 -0.21
H -2.6646 -0.8799 0.9637 0.22
```

* spin multiplicity: 1
* E: -1645.372040 Ha
* structure (SMILES): O=C(NS(=O)(=O)Oc1ccccc1F)OC[C@@H]1CCCN2CCCC[C@@H]12

no.,LUMO level (eV),orbital gap (eV)
1,-6.877,11.358
2,0.042,9.058
3,0.792,10.927
4,-13.420,1.829
5,0.472,9.480
6,0.574,9.179